Entry 1:
DFT (ωB97M-V/def2-TZVPD) results for a structure of composition C6H15N2O2 in a non-equilibrium geometry.

## Properties
energy above the lowest of the compared OMol25 structures with the same formula, charge and spin	7.9560	eV
total charge	+1
max |F|	6.5	eV Å⁻¹

Each line ends with the Mulliken charge.
Cartesian coordinates (Å):
C1 0.1699 -2.5246 0.1717  -1.528
C2 -0.8064 1.8889 1.0432  -1.167
C3 1.6571 0.2966 0.6711  -1.261
C4 0.5992 0.9967 -1.4855  -0.728
C5 0.3178 -1.3137 -0.7203  -0.356
C6 -0.6128 0.4921 0.6783  -0.130
N1 -2.2615 0.0400 -0.0707  0.840
N2 0.4711 0.1440 -0.3036  0.326
O1 -2.8177 -0.8032 0.5645  -0.527
O2 -2.5600 0.6029 -1.0466  -0.457
H1 1.0419 -2.6397 0.6734  0.475
H2 -0.7101 -2.4458 0.9184  0.256
H3 0.1319 -3.3104 -0.4673  0.483
H4 0.0905 2.5147 0.6925  0.287
H5 -1.6550 2.3895 0.6795  0.434
H6 -0.9469 2.1032 2.1099  0.313
H7 2.6543 -0.0587 0.0995  0.373
H8 1.8291 1.2559 0.9481  0.526
H9 1.6124 -0.4634 1.4028  0.479
H10 0.7393 0.4309 -2.3946  0.326
H11 -0.2278 1.5697 -1.4869  0.390
H12 1.5319 1.6601 -1.3675  0.345
H13 -0.6634 -1.1119 -1.3831  0.482
H14 1.1618 -1.6196 -1.5068  0.405
H15 -0.7468 -0.0943 1.5801  0.415

Entry 2:
DFT (ωB97M-V/def2-TZVPD) results for a structure of composition C36H26N7O3SeW in a non-equilibrium geometry.

## Properties
total charge	+3
multiplicity	3
total energy	-4463.5077	a.u.
max |F|	13.2	eV Å⁻¹

Each line ends with the Mulliken charge.
Cartesian coordinates (Å):
W1 0.0295 0.3037 1.6340  0.749
C1 3.9618 -1.1822 2.2254  -0.497
O1 3.0750 -1.2893 3.3370  -0.403
C2 1.9241 -0.7616 2.8526  0.531
N1 1.8000 -0.5316 1.5680  0.306
C3 3.0304 -1.1382 1.0210  -0.087
C4 3.5874 -0.4527 -0.2046  -0.488
C5 4.7653 -0.9271 -0.8043  -0.940
C6 5.2506 -0.3506 -1.9808  -0.810
C7 4.5638 0.7052 -2.5766  -0.891
C8 3.3928 1.1849 -1.9965  -0.762
C9 2.9068 0.6087 -0.8212  2.467
C10 0.8662 -0.4972 3.8603  0.752
C11 0.5759 -1.2692 4.9652  -0.921
C12 -0.7179 -1.1490 5.4998  -0.412
C13 -1.6898 -0.3766 4.8383  -0.776
C14 -1.2772 0.3478 3.7375  0.862
N2 0.0073 0.4127 3.4156  0.074
C15 -2.1367 0.8853 2.6463  0.315
N3 -1.7519 1.1282 1.4173  0.060
C16 -2.9863 1.6001 0.7592  -0.234
C17 -4.0904 1.3893 1.7955  -0.569
O2 -3.4264 1.0670 3.0093  -0.393
C18 -3.3007 0.9032 -0.5505  0.030
C19 -2.5364 -0.1772 -1.0161  1.718
C20 -2.8628 -0.8197 -2.2121  0.129
C21 -3.9546 -0.3890 -2.9622  -1.072
C22 -4.7171 0.6901 -2.5209  -0.834
C23 -4.3912 1.3340 -1.3254  -0.958
H1 4.6329 -2.0462 2.1979  0.389
H2 4.5616 -0.2715 2.3414  0.367
H3 2.7659 -2.1634 0.7241  0.517
H4 5.3046 -1.7672 -0.3729  0.451
H5 6.1575 -0.7339 -2.4404  0.432
H6 4.9341 1.1474 -3.4972  0.491
H7 2.8449 2.0003 -2.4616  -0.163
H8 1.9767 0.9851 -0.3956  -0.415
H9 1.2832 -1.9920 5.3517  0.606
H10 -1.0019 -1.7464 6.3644  0.483
H11 -2.7304 -0.4070 5.1360  0.622
H12 -2.8619 2.6710 0.5527  0.730
H13 -4.7724 0.5671 1.5514  0.383
H14 -4.6852 2.2976 1.9375  0.364
H15 -1.6733 -0.5247 -0.4494  -0.719
H16 -2.2582 -1.6546 -2.5568  -0.514
H17 -4.2056 -0.8899 -3.8929  0.537
H18 -5.5641 1.0321 -3.1095  0.428
H19 -4.9959 2.1784 -1.0020  0.531
Se1 0.1322 -0.1732 -6.1137  0.445
N4 -0.4165 -1.2260 -4.7647  -0.999
C24 -0.1957 -0.6464 -3.5736  0.826
C25 -0.5169 -1.2218 -2.3284  -0.445
C26 -1.1115 -2.4798 -2.1678  0.113
C27 -1.3840 -2.9466 -0.8739  -1.500
C28 -1.0590 -2.1511 0.2378  0.003
N5 -0.4808 -0.9293 0.0656  -0.039
C29 -0.2187 -0.4796 -1.1709  0.416
C30 0.3529 0.7376 -1.2381  0.639
N6 0.5831 1.3359 -0.0597  -0.415
C31 1.1585 2.5705 -0.0234  0.023
C32 1.5141 3.2243 -1.2153  -1.220
C33 1.2750 2.6019 -2.4489  -0.593
C34 0.6829 1.3328 -2.4698  0.447
C35 0.3937 0.6085 -3.6430  0.780
N7 0.6468 1.0381 -4.8899  -0.937
H20 -1.3619 -3.0926 -3.0248  0.710
H21 -1.8432 -3.9163 -0.7316  0.500
H22 -1.2681 -2.5087 1.2371  0.087
H23 1.3417 3.0483 0.9297  0.764
H24 1.9708 4.2048 -1.1809  0.492
H25 1.5489 3.1054 -3.3676  0.641
O3 -1.2565 -2.3473 2.7564  -0.071
C36 -0.8253 -1.4585 2.3801  -0.271
H26 0.7274 1.8379 2.0894  0.139

Entry 3:
DFT (ωB97M-V/def2-TZVPD) results for the molecule C2H2N3P in a non-equilibrium geometry.

## Properties
energy above the lowest of the compared OMol25 structures with the same formula, charge and spin	1.7857	eV
total charge	0
structure (SMILES)	N#CN(P)C#N
max |F|	4.3	eV Å⁻¹

Each line ends with the Mulliken charge.
Cartesian coordinates (Å):
C1 -0.8705 -0.1136 0.9673  0.427
C2 0.1619 1.6707 -0.2204  0.297
N1 -1.6498 -0.4744 1.7214  -0.390
N2 0.3098 2.7945 -0.3288  -0.335
N3 -0.0375 0.2597 -0.0095  -0.102
P1 1.1010 -0.8764 -0.6568  -0.083
H1 0.2673 -1.4865 -1.7942  0.102
H2 0.7178 -1.7740 0.3210  0.083

Entry 4:
DFT (ωB97M-V/def2-TZVPD) results for a structure of composition C53H40Cl3FeN2O6P2S2 in a non-equilibrium geometry.

## Properties
energy above the lowest of the compared OMol25 structures with the same formula, charge and spin	0.0000	eV
total charge	0
multiplicity	6
max |F|	4.0	eV Å⁻¹

Each line ends with the Mulliken charge.
Cartesian coordinates (Å):
Fe1 -21.7880 7.1966 2.1451  1.025
O1 -21.1277 5.2904 4.7508  -0.709
N1 -21.8924 5.6728 3.5860  0.209
C1 -23.3095 5.2779 3.8517  -0.914
C2 -23.3977 3.7529 3.5749  -0.082
C3 -24.2199 2.8682 4.3190  -0.716
C4 -24.1242 1.5136 4.0824  -0.885
C5 -23.5353 1.0455 2.9215  -0.652
C6 -22.8659 1.8989 2.0879  -1.198
C7 -22.8180 3.2882 2.4095  0.680
P1 -21.7174 4.4970 1.5076  3.432
C8 -20.0411 3.9130 2.1006  0.048
C9 -19.7247 2.6987 2.7716  -0.315
C10 -18.3880 2.5312 3.1874  -0.637
C11 -17.3680 3.3751 2.7840  -0.693
C12 -17.6862 4.5164 2.0608  -0.442
C13 -18.9494 4.7435 1.6897  -0.284
C14 -21.8228 3.7256 -0.1230  -0.129
C15 -20.9007 2.8284 -0.6949  -0.403
C16 -21.1264 2.3287 -1.9572  -0.701
C17 -22.1362 2.9153 -2.7670  -0.625
C18 -23.1320 3.7137 -2.2116  -0.701
C19 -23.0330 3.9961 -0.8398  -0.125
H1 -20.3517 4.8556 4.3672  0.376
H2 -23.4787 5.3874 4.9559  0.824
H3 -24.9032 3.1846 5.0707  0.437
H4 -24.5063 0.8906 4.9236  0.318
H5 -23.6068 0.0139 2.6633  0.474
H6 -22.4708 1.5477 1.1640  0.515
H7 -20.3891 1.9177 3.1341  0.297
H8 -18.2635 1.6789 3.8780  0.351
H9 -16.3008 3.2066 3.0579  0.300
H10 -17.0070 5.2601 1.7850  0.614
H11 -19.1705 5.6040 1.0995  -0.181
H12 -20.0307 2.4114 -0.1770  0.352
H13 -20.5144 1.5283 -2.2766  0.500
H14 -22.1266 2.7487 -3.8618  0.345
H15 -23.9465 4.0923 -2.8055  0.479
H16 -23.7759 4.6957 -0.3596  -0.025
C20 -24.2064 12.9690 -1.0426  -0.571
C21 -23.5391 13.3118 0.1207  -0.672
C22 -22.8629 12.3373 0.7613  -1.112
C23 -22.8712 10.9948 0.3874  0.768
C24 -23.4299 10.6385 -0.8326  -0.550
C25 -24.0934 11.6681 -1.5830  -0.876
P2 -22.5130 9.8152 1.6879  2.010
C26 -21.1674 10.6560 2.5845  0.446
C27 -21.4661 10.6651 3.9199  -0.918
C28 -20.5334 10.4343 4.9427  -0.505
C29 -18.1784 10.3559 3.6425  0.287
C30 -18.6257 11.1348 2.3894  -1.234
C31 -19.9285 11.1684 1.9183  -0.395
C32 -24.0583 9.7940 2.6056  0.360
C33 -24.6440 11.0017 3.0348  -0.518
C34 -25.5670 10.9555 4.0957  -0.883
C35 -26.0207 9.7165 4.6165  -0.984
C36 -25.6113 8.5356 4.0049  1.103
C37 -26.1467 7.2124 4.3486  -1.492
C38 -25.5624 6.0371 3.9063  -1.337
C39 -24.3850 6.0000 2.9881  1.880
C40 -24.0727 7.3181 2.3979  -1.046
C41 -24.6025 8.5501 3.0256  -0.976
H17 -24.7922 13.7620 -1.5094  0.359
H18 -23.4617 14.3567 0.4140  0.451
H19 -22.4606 12.5832 1.7644  0.297
H20 -23.3804 9.6389 -1.2023  0.660
H21 -24.5342 11.4034 -2.5515  0.434
H22 -22.4801 10.9607 4.2425  0.393
H23 -20.9634 9.9551 5.8952  0.646
H24 -17.9138 11.1410 4.3721  0.420
H25 -17.7720 11.5195 1.8355  0.420
H26 -20.1087 11.7217 0.9358  0.334
H27 -24.5523 11.9454 2.5577  0.497
H28 -26.0135 11.8459 4.4906  0.439
H29 -26.6946 9.7187 5.4749  0.458
H30 -26.9873 7.1949 4.9942  0.519
H31 -25.8458 5.0898 4.4055  0.173
H32 -24.5967 5.2382 2.2139  0.054
C42 -27.3259 5.5786 0.1880  -0.959
O2 -26.0968 6.0235 0.6743  -0.012
C43 -25.6164 7.1192 0.0695  0.081
S1 -26.4236 8.3278 -0.6377  -0.224
S2 -23.8265 7.3078 0.5590  0.539
H33 -27.6336 4.7602 0.8758  0.251
H34 -27.3325 5.2439 -0.8854  0.279
H35 -28.0741 6.4013 0.2890  0.366
O3 -21.9779 7.2484 -1.5197  -0.749
C44 -20.8399 7.3155 -1.0083  0.392
O4 -20.6226 7.4919 0.2547  0.019
C45 -19.6535 7.2178 -1.8858  0.044
C46 -19.8648 7.1531 -3.2952  -0.632
C47 -18.8321 7.2043 -4.2114  -0.961
C48 -17.5275 7.3029 -3.7088  0.670
O5 -16.3648 7.6058 -4.3971  -0.468
C49 -15.5077 8.2411 -3.4152  -0.168
O6 -15.9564 7.8014 -2.1118  -0.483
C50 -17.2760 7.3982 -2.3548  0.538
C51 -18.2929 7.3242 -1.4398  -0.427
H36 -20.8814 7.1164 -3.6249  0.510
H37 -19.0345 7.3473 -5.2806  0.389
H38 -15.6218 9.3172 -3.5614  0.261
H39 -14.4567 7.8223 -3.4594  0.224
H40 -18.1590 7.3228 -0.3525  0.358
Cl1 -20.1026 12.0497 5.7445  -0.179
C52 -19.2622 9.5757 4.5460  0.064
Cl2 -18.6891 9.0281 6.2580  -0.109
Cl3 -16.8232 9.2762 3.5182  -0.132
C53 -19.7184 8.3754 3.7470  0.029
N2 -19.9813 7.4541 3.0678  -0.010

Entry 5:
DFT (ωB97M-V/def2-TZVPD) results for a cluster of 10 separate species, C27H65Cl12O15P3 in total in a non-equilibrium geometry.

## Properties
total charge	0
structure (SMILES)	COP(=O)(OC)OC.COP(=O)(OC)OC.COP(=O)(OC)OC.COCCOCCOC.ClCCCl.ClCCCl.ClCCCl.ClCCCl.ClCCCl.ClCCCl
total energy	-8742.9354	a.u.
max |F|	2.6	eV Å⁻¹

Each line ends with the Mulliken charge.
Cartesian coordinates (Å):
C1 4.1419 1.1674 2.0398  -0.869
O1 3.0080 1.4720 2.8034  0.839
P1 2.4349 2.9231 2.9531  0.238
O2 2.1044 3.6259 1.7130  -0.602
O3 1.2333 2.6251 3.9447  -0.274
C2 0.0811 3.4641 3.8930  -0.509
O4 3.4463 3.7458 3.8571  -0.352
C3 3.6549 3.2834 5.1787  -0.813
H1 4.9649 1.8108 2.3602  0.361
H2 4.0816 1.2572 0.9794  0.273
H3 4.4394 0.1268 2.2081  0.172
H4 -0.4333 3.3010 2.9422  0.144
H5 0.2551 4.5212 4.1144  0.326
H6 -0.5070 3.1825 4.7580  0.247
H7 4.5394 2.6866 5.2186  0.243
H8 2.7643 2.9160 5.6196  0.370
H9 3.8306 4.2515 5.6260  0.299
C4 1.5558 -1.3514 4.1400  -0.318
O5 1.9648 -2.6986 4.4122  -0.362
P2 3.4932 -2.9583 4.0230  1.297
O6 3.9862 -2.1407 2.9092  -0.695
O7 3.5448 -4.5163 3.9128  -0.455
C5 2.6551 -5.1185 2.9887  -0.601
O8 4.2665 -2.7535 5.3936  -0.385
C6 5.2222 -1.7559 5.5188  -0.749
H10 0.4633 -1.4821 4.1479  -0.142
H11 1.9648 -0.8846 3.2430  0.241
H12 1.7053 -0.7974 5.0491  0.411
H13 1.6363 -4.9635 3.3389  0.298
H14 2.9074 -6.1798 2.9774  0.236
H15 2.7445 -4.7989 1.9558  0.306
H16 6.0470 -2.1652 6.0823  0.295
H17 4.7668 -0.9575 6.1185  0.265
H18 5.6745 -1.3315 4.6245  0.308
C7 1.9586 -8.1479 -0.1594  -0.915
O9 0.9612 -7.1238 -0.0686  0.110
P3 -0.1894 -7.1493 -1.1669  0.414
O10 0.2518 -7.6062 -2.4633  -0.780
O11 -0.7732 -5.6822 -1.1429  0.201
C8 -0.1389 -4.6113 -1.8348  -0.582
O12 -1.3000 -7.9967 -0.4956  -0.364
C9 -1.5277 -7.9509 0.8802  -0.442
H19 2.9126 -7.8157 0.2342  0.222
H20 2.0993 -8.6032 -1.1282  0.353
H21 1.5498 -8.8867 0.5017  0.364
H22 0.3062 -3.9809 -1.0714  0.200
H23 -0.9295 -4.0597 -2.3463  0.079
H24 0.5966 -5.0203 -2.5075  0.498
H25 -0.5791 -8.1169 1.3427  0.175
H26 -2.1821 -8.7742 1.1505  0.314
H27 -1.8961 -7.0631 1.3612  0.153
C10 2.1779 2.6030 -7.2705  -0.706
O13 1.6740 3.6498 -6.4927  -0.316
C11 0.3778 4.1566 -6.8515  -0.735
C12 -0.7204 3.1600 -6.7225  -0.538
O14 -0.9849 2.8359 -5.3969  -0.134
C13 -1.5161 3.9452 -4.6949  -0.574
C14 -2.1895 3.5976 -3.3611  0.362
O15 -3.4731 3.0825 -3.5544  -0.483
C15 -3.9673 2.6415 -2.3332  -0.384
H28 3.2338 2.4375 -7.0318  0.276
H29 2.0021 2.7056 -8.3436  0.339
H30 1.6457 1.6465 -7.0651  0.206
H31 0.4013 4.6460 -7.8387  0.432
H32 0.1823 5.0351 -6.2715  0.401
H33 -0.5047 2.2387 -7.2667  0.383
H34 -1.5927 3.6857 -7.0837  0.420
H35 -2.3195 4.4070 -5.2767  0.350
H36 -0.8039 4.7145 -4.4379  0.248
H37 -2.1095 4.4393 -2.6613  0.274
H38 -1.5669 2.8547 -2.7855  -0.492
H39 -5.0512 2.4657 -2.3546  0.336
H40 -3.8203 3.4122 -1.5764  0.279
H41 -3.5793 1.7404 -1.8891  0.023
Cl1 0.7563 -1.6911 -4.0019  -0.205
C16 0.1774 0.0094 -3.9970  0.148
C17 1.3095 0.8839 -4.1011  -0.136
Cl2 2.3537 0.9104 -2.6455  -0.131
H42 -0.2792 0.1135 -3.0222  -0.285
H43 -0.5713 0.1232 -4.7728  0.397
H44 0.9332 1.8368 -4.3844  -0.150
H45 1.9569 0.6434 -4.9577  0.372
Cl3 -5.0318 4.9765 0.5965  -0.137
C18 -5.8225 3.9023 1.7504  -0.554
C19 -5.2255 2.5000 1.7851  0.021
Cl4 -5.8293 1.4282 0.4972  -0.186
H46 -6.8778 3.8549 1.5656  0.362
H47 -5.8046 4.3631 2.7296  0.335
H48 -5.4459 1.9849 2.7322  0.413
H49 -4.1342 2.4816 1.6828  -0.241
Cl5 -1.3870 -4.6097 3.2160  -0.253
C20 -1.3258 -3.0280 2.4087  1.171
C21 -2.3833 -2.0944 2.8639  0.198
Cl6 -2.2017 -1.6933 4.5966  -0.226
H50 -1.4182 -3.2205 1.3371  -0.386
H51 -0.2914 -2.6917 2.5558  -0.561
H52 -3.3866 -2.4930 2.7743  0.400
H53 -2.1767 -1.1502 2.3227  -0.369
Cl7 -3.5603 -4.1133 -0.2637  -0.090
C22 -4.3008 -2.5328 -0.7410  -0.666
C23 -3.3629 -1.5114 -1.1364  0.887
Cl8 -2.7075 -1.7151 -2.7794  -0.195
H54 -4.8827 -2.1963 0.1007  0.330
H55 -4.9841 -2.7134 -1.5651  0.463
H56 -2.4885 -1.5400 -0.4694  -0.442
H57 -3.7986 -0.5248 -1.2440  -0.272
Cl9 0.7549 6.2167 -2.3142  -0.209
C24 1.0616 5.4082 -0.7578  0.111
C25 0.1520 5.8193 0.3246  -0.399
Cl10 -1.5052 5.1041 0.1015  -0.051
H58 2.1089 5.5267 -0.5219  0.407
H59 0.8466 4.3383 -0.8165  -0.211
H60 -0.0255 6.8937 0.3933  0.439
H61 0.5737 5.4286 1.2369  -0.066
Cl11 0.3539 -1.1009 0.0389  0.117
C26 0.7129 0.5841 0.6061  -0.570
C27 -0.3066 1.5968 0.1727  1.522
Cl12 -1.8817 1.2186 0.9248  0.110
H62 1.7194 0.8008 0.2685  -0.005
H63 0.6797 0.4497 1.6800  0.137
H64 -0.3433 1.6817 -0.9277  -0.532
H65 0.0358 2.5213 0.5872  -0.817

Entry 6:
DFT (ωB97M-V/def2-TZVPD) results for a structure of composition C6H8O6Sr in a non-equilibrium geometry.

## Properties
energy above the lowest of the compared OMol25 structures with the same formula, charge and spin	0.0000	eV
total charge	+1
multiplicity	2
max |F|	2.2	eV Å⁻¹

Each line ends with the Mulliken charge.
Cartesian coordinates (Å):
O1 0.2412 2.5052 0.5650  -0.476
C1 -0.2895 3.4998 1.4088  0.861
O2 0.4168 4.1121 2.1712  -0.522
O3 -1.5401 3.5587 1.1692  -0.965
C2 1.6098 2.0896 0.6693  -0.166
H1 2.2339 2.9844 0.5007  0.315
H2 1.8006 1.7392 1.6940  0.333
C3 1.8801 1.0335 -0.3294  -1.003
H3 1.9976 1.2944 -1.3825  0.326
H4 2.1975 0.0501 0.0166  0.352
O4 -1.5824 -1.6259 0.0725  -0.344
C4 -1.2022 -1.1478 -1.0813  0.739
C5 -1.0900 -2.9724 0.2383  -0.251
O5 -1.3901 0.0189 -1.4265  -0.719
O6 -0.5261 -1.9903 -1.8054  -0.307
C6 -0.3366 -3.2247 -1.0767  -0.261
H5 -1.9504 -3.6317 0.3830  0.268
H6 -0.4435 -2.9884 1.1209  0.264
H7 -0.7584 -4.0385 -1.6726  0.282
H8 0.7394 -3.3672 -0.9390  0.275
Sr1 -2.0074 2.1010 -0.2961  2.000